(1)
The following is a DFT calculation (wB97M-V/def2-TZVPD) of 2 unconnected molecules or ions with the total composition C6H10O.

Geometry (Å):
1 O 0.370 -2.274 -0.022
2 C -0.070 -0.967 -0.336
3 C -0.975 -0.456 1.972
4 C -0.274 -0.092 0.898
5 C 0.477 1.151 0.689
6 C 1.136 1.124 -0.476
7 C 0.906 -0.160 -1.233
8 H -1.472 -1.421 2.010
9 H 1.773 1.921 -0.849
10 H 1.832 -0.729 -1.381
11 H 0.486 0.026 -2.230
12 H -1.075 0.193 2.838
13 H -2.096 1.405 -1.775
14 H 1.061 -2.187 0.649
15 H -1.550 1.619 -1.316
16 H -1.025 -1.113 -0.851
17 H 0.497 1.961 1.412

For the maximum force, the calculation gives 0.0066 Eh/bohr. The LUMO energy is 0.989 eV. Its HOMO-LUMO gap is 9.69 eV. As for the SMILES: C=C1C=CC[C@H]1O.[H][H]. Its multiplicity is 1. As for the total energy: -8429.669 eV. Its energy relative to the best compared isomer or geometry (same formula, charge and spin) is 36.2 kcal per mole.

What are the Mulliken partial charges on each atom? They are as follows, in elementary charge units: atom 1 (O): -0.54, atom 2 (C): -0.05, atom 3 (C): -0.95, atom 4 (C): 0.53, atom 5 (C): -0.61, atom 6 (C): -0.42, atom 7 (C): -0.60, atom 8 (H): 0.28, atom 9 (H): 0.39, atom 10 (H): 0.31, atom 11 (H): 0.29, atom 12 (H): 0.30, atom 13 (H): 0.21, atom 14 (H): 0.38, atom 15 (H): -0.21, atom 16 (H): 0.32, atom 17 (H): 0.37

***

(2)
The following is a DFT calculation (wB97M-V/def2-TZVPD) of a molecular structure, C40H34N3P2ReS2 at a distorted geometry.

Geometry (Å):
1 Re -0.686 -0.529 -0.040
2 S 3.525 -1.987 -0.763
3 S -2.571 -4.395 -1.523
4 P -1.376 0.512 1.983
5 P -1.210 1.450 -1.244
6 N -1.706 -1.992 -0.499
7 N -0.770 3.049 0.877
8 N 1.160 -1.486 0.048
9 C -0.810 -0.217 -3.408
10 C -5.019 1.782 3.154
11 C -2.573 6.231 0.098
12 C -2.793 5.795 2.425
13 C -4.719 3.977 -2.602
14 C 1.433 -2.806 0.484
15 C -2.081 -3.073 -0.960
16 C -1.643 -1.384 3.936
17 C 0.336 0.009 4.126
18 C -3.139 0.740 2.077
19 C -3.565 3.866 -3.373
20 C -5.882 0.970 2.425
21 C 2.341 -5.312 1.183
22 C -4.009 -0.082 1.353
23 C 1.023 1.311 -2.920
24 C -1.831 5.066 -0.055
25 C -5.380 0.035 1.530
26 C -3.067 6.601 1.336
27 C 1.076 -4.865 1.604
28 C -0.108 -1.703 5.757
29 C -1.570 4.255 1.037
30 C -4.852 3.256 -1.424
31 C -0.259 0.816 -2.626
32 C -3.650 1.660 2.994
33 C -0.148 2.712 -0.360
34 C 2.696 -3.236 0.099
35 C 1.731 0.793 -3.989
36 C 1.176 -0.223 -4.763
37 C -0.089 -0.727 -4.476
38 C 0.691 -0.672 5.280
39 C -2.047 4.630 2.282
40 C -0.841 -0.340 3.457
41 C 3.169 -4.506 0.435
42 C 0.608 -3.614 1.266
43 C 2.204 -0.982 -0.611
44 C -2.535 3.036 -2.967
45 C -0.455 2.173 1.949
46 C -1.272 -2.061 5.085
47 C -2.676 2.324 -1.771
48 C -3.830 2.421 -1.000
49 H -0.357 -3.266 1.614
50 H -6.952 1.056 2.571
51 H -1.645 2.947 -3.580
52 H -5.415 2.500 3.860
53 H -3.644 7.508 1.452
54 H 2.679 -6.300 1.466
55 H -1.831 4.063 3.176
56 H -5.753 3.343 -0.831
57 H -3.470 4.424 -4.296
58 H -0.662 2.600 2.928
59 H 2.205 0.009 -1.042
60 H -6.054 -0.603 0.975
61 H 0.978 0.808 3.776
62 H -1.898 -2.857 5.468
63 H 0.862 2.325 -0.185
64 H 1.451 2.124 -2.345
65 H 4.152 -4.840 0.129
66 H -2.991 2.276 3.591
67 H -3.143 6.074 3.411
68 H -3.935 1.870 -0.079
69 H 1.589 -0.390 5.814
70 H -1.808 -0.589 -3.206
71 H -1.480 4.824 -1.049
72 H -2.566 -1.650 3.432
73 H -2.753 6.853 -0.770
74 H 0.611 1.927 1.940
75 H 0.465 -5.513 2.220
76 H -0.515 -1.505 -5.094
77 H -5.522 4.626 -2.929
78 H 1.731 -0.614 -5.606
79 H 0.174 -2.227 6.661
80 H -3.632 -0.818 0.657
81 H -0.046 3.556 -1.041
82 H 2.708 1.191 -4.233

For the maximum force, the calculation gives 0.0216 Eh/bohr. The LUMO energy (alpha / beta) is -10.675 / -10.758 eV. Its HOMO-LUMO gap (alpha / beta) is 4.56 / 4.48 eV. Its total charge is +3. Its multiplicity is 2. As for the total energy: -88854.238 eV. Its energy relative to the best compared isomer or geometry (same formula, charge and spin) is 14.1 kcal per mole.

What are the Mulliken partial charges on each atom? They are as follows, in elementary charge units: atom 1 (Re): 0.67, atom 2 (S): -0.13, atom 3 (S): -0.18, atom 4 (P): 0.79, atom 5 (P): 1.62, atom 6 (N): -0.40, atom 7 (N): 0.57, atom 8 (N): 0.34, atom 9 (C): -0.15, atom 10 (C): -0.83, atom 11 (C): -0.75, atom 12 (C): -0.95, atom 13 (C): -0.70, atom 14 (C): -0.16, atom 15 (C): 1.07, atom 16 (C): -0.67, atom 17 (C): -0.61, atom 18 (C): 1.17, atom 19 (C): -0.73, atom 20 (C): -0.80, atom 21 (C): -0.62, atom 22 (C): 0.02, atom 23 (C): -0.95, atom 24 (C): -0.76, atom 25 (C): -0.57, atom 26 (C): -0.73, atom 27 (C): -1.01, atom 28 (C): -0.58, atom 29 (C): 2.12, atom 30 (C): -0.77, atom 31 (C): 0.56, atom 32 (C): -0.65, atom 33 (C): -2.04, atom 34 (C): 0.63, atom 35 (C): -0.71, atom 36 (C): -0.53, atom 37 (C): -0.88, atom 38 (C): -0.85, atom 39 (C): -0.76, atom 40 (C): 0.84, atom 41 (C): -0.57, atom 42 (C): -0.15, atom 43 (C): -0.10, atom 44 (C): -1.06, atom 45 (C): -2.16, atom 46 (C): -0.78, atom 47 (C): 0.68, atom 48 (C): 0.21, atom 49 (H): 0.43, atom 50 (H): 0.47, atom 51 (H): 0.46, atom 52 (H): 0.52, atom 53 (H): 0.45, atom 54 (H): 0.44, atom 55 (H): 0.47, atom 56 (H): 0.51, atom 57 (H): 0.47, atom 58 (H): 0.81, atom 59 (H): 0.44, atom 60 (H): 0.52, atom 61 (H): 0.36, atom 62 (H): 0.49, atom 63 (H): 0.53, atom 64 (H): 0.45, atom 65 (H): 0.46, atom 66 (H): 0.33, atom 67 (H): 0.45, atom 68 (H): 0.39, atom 69 (H): 0.48, atom 70 (H): 0.59, atom 71 (H): 0.20, atom 72 (H): 0.40, atom 73 (H): 0.47, atom 74 (H): 0.53, atom 75 (H): 0.47, atom 76 (H): 0.49, atom 77 (H): 0.46, atom 78 (H): 0.47, atom 79 (H): 0.46, atom 80 (H): 0.16, atom 81 (H): 0.82, atom 82 (H): 0.51

***

(3)
The following is a DFT calculation (wB97M-V/def2-TZVPD) of 3 unconnected molecules or ions with the total composition C16H16BF3O10S at a distorted geometry.

Geometry (Å):
1 S -1.492 -1.405 4.172
2 F 2.041 2.545 4.448
3 F 2.931 1.473 6.258
4 F 3.770 1.175 4.130
5 O 1.350 -1.607 0.765
6 O -1.162 0.922 1.166
7 O -0.939 -2.784 3.350
8 O 2.365 -1.111 5.021
9 O 1.434 0.660 -8.068
10 O -0.374 -1.165 5.401
11 O -2.831 -1.815 4.737
12 O -2.485 3.138 -3.462
13 O 1.205 -3.961 1.618
14 O -0.329 -0.998 -3.352
15 C -0.482 2.200 -0.686
16 C -3.166 1.862 -1.607
17 C -0.326 0.693 -4.988
18 C -0.946 -2.405 1.919
19 C -1.466 1.431 0.104
20 C 1.678 0.090 4.601
21 C 2.606 1.336 4.910
22 C 0.247 0.144 5.295
23 C -0.815 2.759 -1.849
24 C 0.075 -0.618 -4.436
25 C 1.432 -1.032 -6.435
26 C 0.117 1.112 -6.173
27 C -2.182 2.631 -2.398
28 C 1.030 0.280 -6.987
29 C 0.988 -1.450 -5.250
30 C -2.833 1.304 -0.444
31 B 0.591 -2.666 1.398
32 H 2.101 -1.627 -7.044
33 H 2.236 -1.153 5.991
34 H 1.271 -2.408 -4.832
35 H -0.108 3.325 -2.442
36 H -4.162 1.779 -2.024
37 H -1.692 -3.102 1.418
38 H 0.271 0.556 6.363
39 H 1.586 0.011 3.473
40 H 1.100 -1.662 -0.186
41 H -0.453 0.850 4.726
42 H -1.207 -1.311 1.761
43 H 0.515 2.282 -0.270
44 H -0.995 1.289 -4.380
45 H -3.540 0.736 0.148
46 H -0.166 2.070 -6.591
47 H 1.211 -4.375 0.733

For the maximum force, the calculation gives 0.0760 Eh/bohr. The LUMO energy is -2.015 eV. Its HOMO-LUMO gap is 8.06 eV. Its multiplicity is 1. As for the total energy: -56987.800 eV.

What are the Mulliken partial charges on each atom? They are as follows, in elementary charge units: atom 1 (S): 0.82, atom 2 (F): -0.25, atom 3 (F): -0.24, atom 4 (F): -0.25, atom 5 (O): -0.49, atom 6 (O): -0.48, atom 7 (O): -0.31, atom 8 (O): -0.52, atom 9 (O): -0.54, atom 10 (O): -0.31, atom 11 (O): -0.64, atom 12 (O): -0.60, atom 13 (O): -0.58, atom 14 (O): -0.55, atom 15 (C): -0.39, atom 16 (C): -0.54, atom 17 (C): -0.13, atom 18 (C): 0.02, atom 19 (C): 0.30, atom 20 (C): 0.17, atom 21 (C): 0.65, atom 22 (C): -0.65, atom 23 (C): -0.15, atom 24 (C): 0.36, atom 25 (C): -0.40, atom 26 (C): -0.33, atom 27 (C): 0.32, atom 28 (C): 0.31, atom 29 (C): -0.39, atom 30 (C): -0.30, atom 31 (B): 0.62, atom 32 (H): 0.41, atom 33 (H): 0.36, atom 34 (H): 0.41, atom 35 (H): 0.47, atom 36 (H): 0.43, atom 37 (H): 0.26, atom 38 (H): 0.38, atom 39 (H): 0.14, atom 40 (H): 0.26, atom 41 (H): 0.40, atom 42 (H): -0.09, atom 43 (H): 0.46, atom 44 (H): 0.37, atom 45 (H): 0.45, atom 46 (H): 0.46, atom 47 (H): 0.29

***

(4)
The following is a DFT calculation (wB97M-V/def2-TZVPD) of 2 unconnected molecules or ions with the total composition C6H12O at a distorted geometry.

Geometry (Å):
1 O -0.486 -2.993 -1.249
2 C 0.731 1.043 0.714
3 C -0.237 0.449 -1.434
4 C -0.402 0.788 -0.003
5 C 1.032 0.660 -2.044
6 C -1.788 0.586 0.612
7 C 0.991 0.419 2.167
8 H -0.986 0.090 -2.192
9 H 1.377 0.486 -3.085
10 H 2.114 0.670 2.364
11 H 0.222 0.901 2.783
12 H 1.618 1.513 0.452
13 H -2.304 1.374 1.183
14 H -1.899 -0.396 1.185
15 H -0.125 -3.953 -1.171
16 H 0.870 -0.686 2.105
17 H 0.030 -2.515 -0.600
18 H 1.807 1.352 -1.569
19 H -2.566 0.212 -0.220

For the maximum force, the calculation gives 0.1053 Eh/bohr. The LUMO energy is 0.373 eV. Its HOMO-LUMO gap is 8.10 eV. As for the SMILES: C=C/C(C)=C/C.O. Its multiplicity is 1. As for the total energy: -8460.324 eV. Its energy relative to the best compared isomer or geometry (same formula, charge and spin) is 92.9 kcal per mole.

What are the Mulliken partial charges on each atom? They are as follows, in elementary charge units: atom 1 (O): -0.63, atom 2 (C): -0.45, atom 3 (C): -0.29, atom 4 (C): 0.96, atom 5 (C): -0.85, atom 6 (C): -1.15, atom 7 (C): -0.91, atom 8 (H): 0.24, atom 9 (H): 0.27, atom 10 (H): 0.32, atom 11 (H): 0.28, atom 12 (H): 0.36, atom 13 (H): 0.32, atom 14 (H): 0.27, atom 15 (H): 0.32, atom 16 (H): 0.23, atom 17 (H): 0.30, atom 18 (H): 0.12, atom 19 (H): 0.29

***

(5)
The following is a DFT calculation (wB97M-V/def2-TZVPD) of 9 unconnected molecules or ions with the total composition C37H54N9P at a distorted geometry.

Geometry (Å):
1 P 5.919 -3.405 -2.711
2 N 1.787 1.080 0.972
3 N -1.644 -0.188 -2.283
4 N -2.988 3.694 2.536
5 N -4.314 -1.490 2.822
6 N 1.623 -0.915 -2.016
7 N 4.011 -4.373 -8.636
8 N 5.417 3.245 -4.620
9 N -6.736 2.297 8.490
10 N 1.934 0.429 5.695
11 C -3.810 0.242 -2.127
12 C -2.727 0.290 -2.966
13 C 4.314 1.840 -3.320
14 C -4.885 4.494 3.344
15 C -5.400 -2.040 3.446
16 C -3.967 -0.321 3.443
17 C 2.221 -3.144 -9.058
18 C 3.214 0.253 6.139
19 C 2.776 -3.195 -4.946
20 C -3.359 -0.281 -0.886
21 C 3.962 -4.160 -4.735
22 C 1.977 1.156 7.784
23 C -2.017 -0.533 -1.018
24 C 2.499 1.812 1.885
25 C 3.129 -5.189 -9.292
26 C 2.238 -2.755 -3.577
27 C -4.840 -0.122 4.480
28 C 1.173 0.979 6.688
29 C -4.072 3.393 3.312
30 C 0.481 1.007 1.356
31 C -5.749 -1.213 4.480
32 C 2.007 -4.454 -9.566
33 C -6.788 1.248 7.613
34 C -3.098 4.971 2.061
35 C 3.274 0.694 7.435
36 C 0.350 1.707 2.526
37 C -7.769 1.516 6.696
38 C 5.261 -3.380 -4.437
39 C 6.082 2.053 -4.690
40 C 1.740 -1.325 -3.456
41 C -8.328 2.778 7.031
42 C 4.336 3.125 -3.792
43 C 3.467 -3.127 -8.490
44 C 1.632 2.219 2.865
45 C 5.423 1.159 -3.890
46 C -7.670 3.234 8.142
47 C -4.266 5.497 2.547
48 H 2.581 -0.714 -1.733
49 H -3.843 -1.885 2.029
50 H 4.150 0.689 8.062
51 H 1.886 2.815 3.725
52 H 2.027 -3.733 -5.520
53 H 1.669 1.571 8.729
54 H 5.704 0.130 -3.732
55 H -9.121 3.293 6.515
56 H -2.225 3.073 2.337
57 H -0.707 -0.266 -2.641
58 H 3.703 -4.789 -3.888
59 H -5.829 -2.965 3.102
60 H 3.375 -6.214 -9.507
61 H -4.171 2.427 3.772
62 H -0.566 1.832 3.081
63 H 1.539 -2.312 -9.103
64 H -6.125 0.405 7.717
65 H 5.680 4.083 -5.106
66 H -4.811 0.554 -2.372
67 H -8.052 0.880 5.874
68 H 6.961 1.943 -5.301
69 H -4.832 0.712 5.163
70 H -7.784 4.141 8.711
71 H 1.394 -3.399 -3.326
72 H 1.397 -1.765 -1.500
73 H 4.920 -4.649 -8.312
74 H -6.109 2.367 9.269
75 H -3.134 0.264 3.094
76 H 1.129 -4.814 -10.076
77 H -1.296 -0.927 -0.325
78 H 3.577 1.435 -2.646
79 H 3.970 -0.167 5.498
80 H 3.678 3.957 -3.612
81 H -2.340 5.393 1.424
82 H -4.636 6.489 2.353
83 H -6.566 -1.373 5.164
84 H 2.159 0.661 0.139
85 H 6.072 -3.747 -5.061
86 H -2.637 0.624 -3.985
87 H 2.998 -2.927 -2.820
88 H -0.243 0.480 0.763
89 H 4.826 -3.779 -1.913
90 H 2.412 -0.602 -3.915
91 H 1.603 0.198 4.775
92 H 6.794 -4.497 -2.604
93 H 3.114 -2.342 -5.528
94 H 0.131 1.198 6.531
95 H -3.950 -0.439 0.001
96 H 3.554 1.985 1.757
97 H -5.819 4.570 3.874
98 H 4.010 -2.338 -7.998
99 H 5.111 -2.333 -4.675
100 H 0.766 -1.201 -3.923
101 H 4.082 -4.797 -5.608

For the maximum force, the calculation gives 0.0346 Eh/bohr. The LUMO energy is 0.366 eV. Its HOMO-LUMO gap is 8.23 eV. As for the SMILES: c1cc[nH]c1.c1cc[nH]c1.c1cc[nH]c1.c1cc[nH]c1.c1cc[nH]c1.c1cc[nH]c1.c1cc[nH]c1.c1cc[nH]c1.NCCCCCP. Its multiplicity is 1. As for the total energy: -61941.623 eV.

Mulliken atomic charge list, values in e, 99 entries: atom 1 (P): -0.09, atom 2 (N): 0.14, atom 3 (N): 0.12, atom 4 (N): 0.16, atom 5 (N): 0.12, atom 6 (N): -0.43, atom 7 (N): 0.04, atom 8 (N): 0.03, atom 9 (N): -0.03, atom 10 (N): 0.06, atom 11 (C): -0.82, atom 12 (C): -0.48, atom 13 (C): -0.27, atom 14 (C): -0.42, atom 15 (C): -0.76, atom 16 (C): -0.80, atom 17 (C): -0.36, atom 18 (C): -0.46, atom 19 (C): -0.56, atom 20 (C): -0.42, atom 21 (C): -0.97, atom 22 (C): -0.49, atom 23 (C): -0.32, atom 24 (C): -0.47, atom 25 (C): -0.55, atom 26 (C): -0.31, atom 27 (C): 0.01, atom 28 (C): -0.43, atom 29 (C): 0.07, atom 30 (C): -0.18, atom 31 (C): -0.43, atom 32 (C): -0.41, atom 33 (C): -0.54, atom 34 (C): -0.38, atom 35 (C): -0.44, atom 36 (C): -0.38, atom 37 (C): 0.00, atom 38 (C): -0.56, atom 39 (C): -0.74, atom 40 (C): -0.69, atom 41 (C): -0.75, atom 42 (C): -0.79, atom 43 (C): -0.62, atom 44 (C): -1.13, atom 45 (C): -0.28, atom 46 (C): -0.45, atom 47 (C): -0.65, atom 48 (H): 0.29, atom 49 (H): 0.21, atom 50 (H): 0.39, atom 51 (H): 0.47, atom 52 (H): 0.39, atom 53 (H): 0.39, atom 54 (H): 0.53, atom 55 (H): 0.38, atom 56 (H): 0.22, atom 57 (H): 0.18, atom 58 (H): 0.47, atom 59 (H): 0.38, atom 60 (H): 0.40, atom 61 (H): -0.21, atom 62 (H): 0.67, atom 63 (H): 0.41, atom 64 (H): 0.43, atom 65 (H): 0.18, atom 66 (H): 0.40, atom 67 (H): 0.39, atom 68 (H): 0.39, atom 69 (H): 0.40, atom 70 (H): 0.39, atom 71 (H): 0.21, atom 72 (H): 0.24, atom 73 (H): 0.23, atom 74 (H): 0.18, atom 75 (H): 0.48, atom 76 (H): 0.41, atom 77 (H): 0.58, atom 78 (H): 0.53, atom 79 (H): 0.38, atom 80 (H): 0.39, atom 81 (H): 0.38, atom 82 (H): 0.39, atom 83 (H): 0.39, atom 84 (H): 0.22, atom 85 (H): 0.43, atom 86 (H): 0.39, atom 87 (H): 0.09, atom 88 (H): 0.23, atom 89 (H): 0.00, atom 90 (H): 0.28, atom 91 (H): 0.19, atom 92 (H): 0.05, atom 93 (H): 0.31, atom 94 (H): 0.40, atom 95 (H): 0.35, atom 96 (H): 0.42, atom 97 (H): 0.47, atom 98 (H): 0.48, atom 99 (H): 0.17